# 1
The following is a DFT calculation (ωB97M-V/def2-TZVPD) of a molecular structure, C55H66N3O6S2Sr.

Values from the calculation:
Max |F| in eV/A: 2.95
Electronic energy in hartree: -3578.44382
HOMO in Eh: -0.159
Kohn-Sham gap in eV: 6.49

Structure (ORCA input):
```
! RIJCOSX wB97M-V def2-TZVPD def2/J DEFGRID3
* xyz -1 1
Sr -1.2844 -1.3645 1.5966
S -2.4429 -4.5090 2.8638
S -2.0057 -2.8929 5.6539
O -2.4049 -4.8948 1.4763
O -2.2568 1.0249 1.7649
O -1.5150 -5.1350 3.7806
O 0.4856 -0.1923 1.3706
O 0.1843 -2.7539 0.5061
O -2.1967 -0.9694 -0.2449
N -1.8846 -0.9017 4.0106
N -2.3380 -2.9126 2.8784
N -7.9234 -5.6386 4.8571
C -5.5213 -5.6992 5.1773
C 2.8469 -0.2399 1.6338
C -2.6699 -0.4817 -6.6356
C -1.7675 -1.3058 6.2918
C -2.7728 0.5879 -1.9270
C -1.6666 -1.0856 -3.8203
C -2.6706 1.9128 -5.9922
C 3.5693 -1.5981 -3.9499
C -1.6016 3.3646 -0.9664
C 0.2378 5.1167 -1.3217
C -3.3241 1.5316 -0.8755
C 1.5287 1.5732 2.5255
C 5.3464 3.6283 3.0410
C -0.9926 -2.7756 -2.0701
C -6.6284 -5.3597 4.4049
C -4.2367 -5.4583 4.7107
C 0.4907 -2.5070 -1.8129
C -2.1685 0.1442 -4.2499
C 1.0287 -2.3867 -0.5355
C 0.4470 6.3604 -0.4474
C -0.4660 4.0235 -0.5149
C -3.4350 1.4230 2.4526
C -2.2001 2.3357 -0.2400
C -2.0732 -2.2028 4.0360
C 0.1667 2.1893 2.7612
C -2.7248 0.9609 -3.2678
C 5.1659 2.1937 3.5538
C 0.7023 -3.5768 1.5638
C -1.6579 2.0098 0.9950
C -2.2218 -0.6344 -1.5031
C 4.9783 2.2333 5.0768
C 1.5833 0.3527 1.8001
C 3.8742 -0.0968 -4.0290
C -4.0516 -4.8814 3.4625
C 2.9491 -2.0410 -5.2740
C 0.0754 3.6137 0.7021
C 1.6056 4.5892 -1.7818
C -0.5633 5.5243 -2.5563
C 6.4471 1.4175 3.2529
C 2.3253 -1.8883 -0.3385
C 3.9388 1.5551 2.9008
C -0.5283 0.6662 -6.0608
C 1.3221 -2.2706 -2.9080
C 2.6753 2.1375 3.0539
C 3.0136 -1.6104 0.9951
C -0.5018 2.6184 1.4702
C 3.9802 0.3662 2.1823
C -5.1539 -4.5494 2.6765
C 4.8814 -2.3715 -3.7590
C -2.0204 0.5595 -5.7143
C 2.6346 -1.8512 -2.7664
C -6.4306 -4.7899 3.1441
C -1.7244 -0.4018 5.2908
C 3.0900 -1.6408 -1.4697
C -1.6818 -1.4871 -2.4955
H 1.4830 3.7003 -2.4065
H 2.7697 -2.3722 1.7305
H -7.2901 -4.5363 2.5316
H 4.0817 -1.7300 0.8079
H -4.1345 0.5867 2.4440
H -0.3888 0.9328 -7.1150
H 6.6496 1.3782 2.1791
H -3.2005 1.6758 3.4896
H -3.3715 -5.7166 5.3079
H -2.1908 -1.4588 -6.5372
H 4.0911 -1.2489 -1.3075
H -1.4658 -3.1703 -1.1746
H -2.5900 -0.1719 -7.6834
H 6.3939 0.3918 3.6269
H -0.0149 -0.2808 -5.8758
H -4.0391 2.2102 -1.3473
H -1.5730 5.8516 -2.2908
H -2.1987 2.7119 -5.4136
H -0.6477 4.7024 -3.2732
H 2.5704 3.0647 3.6160
H -4.9992 -4.1035 1.7004
H 7.2952 1.9084 3.7391
H -2.0309 3.6092 -1.9325
H 5.4998 3.6310 1.9584
H 4.4674 4.2421 3.2536
H -0.0596 -4.3055 1.8190
H -5.6690 -6.1537 6.1518
H 0.8945 7.1660 -1.0389
H 4.6854 -3.4407 -3.6432
H 1.1104 6.1544 0.3955
H 5.4246 -2.0335 -2.8743
H 2.1371 5.3520 -2.3611
H 2.9521 0.4749 -4.1626
H -3.8409 0.9504 -0.1138
H -3.8920 2.2839 1.9652
H -1.5619 0.6599 5.4199
H 4.8059 1.2263 5.4652
H 2.6711 -3.0983 -5.2535
H -0.0582 6.3546 -3.0582
H 4.3555 0.2566 -3.1139
H -0.0471 1.4285 -5.4416
H 2.2283 4.3086 -0.9285
H 0.9974 4.0580 1.0693
H 4.5398 0.1167 -4.8720
H 6.2130 4.1020 3.5158
H 3.6735 -1.8955 -6.0799
H 2.0578 -1.4580 -5.5196
H 5.5324 -2.2317 -4.6280
H -3.7376 1.9026 -5.7518
H 4.1184 2.8485 5.3533
H 5.8660 2.6485 5.5673
H -0.5063 6.7153 -0.0455
H -1.2300 -1.7648 -4.5523
H -3.1451 1.9270 -3.5363
H 0.2784 3.0534 3.4206
H 0.8947 -2.4082 -3.8951
H -1.0913 -3.5150 -2.8683
H -3.7281 -0.6041 -6.3894
H -8.0207 -5.7000 5.8574
H 0.9459 -2.9806 2.4591
H 1.5784 -4.1294 1.2301
H 4.9306 -0.1366 2.0307
H -8.6491 -5.0802 4.4382
H -2.5642 2.1585 -7.0529
H -0.4770 1.4619 3.2583
H -1.6463 -1.1380 7.3506
*
```

=====

# 2
The following is a DFT calculation (ωB97M-V/def2-TZVPD) of a molecular structure, C55H68Ge2N4OS2SbSi2Ti.

Values from the calculation:
Max |F| in eV/A: 0.50
Electronic energy in hartree: -9049.93266
HOMO (alpha / beta) in Eh: -0.059 / -0.056
Kohn-Sham gap (alpha / beta) in eV: 5.12 / 5.05
<S²>: 0.762

Structure (ORCA input):
```
! RIJCOSX wB97M-V def2-TZVPD def2/J DEFGRID3
* xyz -2 2
Sb 2.7854 0.9477 -2.2522
Ge -1.8082 -1.6076 2.8084
Ge -3.8108 -3.0532 2.6006
Ti -0.9403 0.7933 1.4162
S -0.7970 1.8194 3.7008
S 1.5134 0.7440 1.5462
Si -3.5143 1.3144 1.0538
Si -1.1002 3.3170 0.4595
O -0.9464 -0.1982 -0.4255
N -1.1273 0.0073 -2.6716
N 1.6590 3.0319 6.1838
N 4.3827 1.6947 3.6610
N -0.8953 -2.0855 -1.6478
C 1.8688 1.4836 3.0985
C -3.8382 -4.4764 3.9831
C 0.0122 3.7565 -1.0688
C 4.9993 -2.9349 -1.9305
C -1.7978 1.2944 -2.6155
C 0.5449 -5.2647 2.4775
C -0.7321 -0.4451 -3.9865
C 5.2009 2.4384 -3.5877
C -5.5596 -2.1688 2.8720
C 4.7117 1.9764 0.1544
C 0.9520 -2.5965 3.0634
C 2.0199 1.7215 -5.1636
C -0.9902 -0.7268 -1.5376
C -0.5244 -4.3726 2.4889
C 3.2581 1.6180 3.4145
C -3.2457 -0.5667 6.7004
C 4.6442 2.0405 -2.3762
C -0.3544 -3.0164 2.7810
C -3.1139 5.0771 -0.7351
C -1.7907 -2.8283 -2.5183
C 3.0376 -3.0159 -0.5496
C -4.3712 0.0179 -0.0893
C 2.7445 -1.7153 -0.9372
C 4.7173 -1.6296 -2.3276
C -0.5470 -2.8104 -0.4310
C -4.0776 -3.9995 0.8658
C 4.1722 -3.6264 -1.0538
C -5.4393 4.5158 -0.9450
C 1.9162 0.2433 -7.0841
C 2.0247 -3.4793 3.0744
C -1.9797 -1.4197 4.8012
C 7.0135 3.5120 -2.4456
C 2.4104 -0.7988 -6.3143
C 5.2796 2.3872 -1.1750
C 3.5559 -1.0146 -1.8288
C 5.6793 -0.9337 -3.2558
C 2.7141 -0.5781 -4.9768
C -4.3933 5.4104 -1.1560
C -0.5482 4.6610 1.6911
C 1.3343 2.5305 5.2002
C -3.0866 -0.7547 5.3348
C -5.1906 3.3071 -0.3104
C -4.7065 1.4826 2.5389
C -2.2852 -1.0391 7.5848
C -1.1746 -1.6994 7.0800
C -2.8492 3.8566 -0.1007
C 6.4653 3.1189 -1.2334
C 2.5366 0.6719 -4.3867
C 1.7572 3.0823 -4.5678
C 1.7257 1.4905 -6.5066
C 1.8264 -4.8223 2.7778
C -1.0301 -1.8890 5.7098
C -3.9056 2.9567 0.1220
C 6.3792 3.1718 -3.6311
C 0.9131 1.9211 3.9652
H -2.3013 5.7804 -0.9065
H -4.9263 -4.6847 0.9560
H 5.8931 -3.4157 -2.3153
H 1.3245 2.3030 -7.1036
H -6.0176 2.6196 -0.1455
H 0.6430 2.9092 -1.3499
H 2.3993 -3.5305 0.1579
H -4.2159 -0.9941 0.2991
H -1.5954 -0.6620 -4.6273
H 7.9344 4.0831 -2.4624
H -5.6251 -1.7494 3.8779
H 0.3709 -6.3107 2.2460
H -0.1114 -1.3344 -3.9108
H 6.9596 3.3851 -0.3057
H 6.3634 -1.6560 -3.7046
H 5.1625 -0.4057 -4.0572
H 6.7990 3.4699 -4.5849
H 3.6898 2.3407 0.2879
H 3.0790 -1.4046 -4.3761
H -0.5895 5.6540 1.2259
H -3.8410 -0.3550 4.6686
H -3.2025 -4.5774 0.5625
H -2.3949 -0.8831 8.6520
H 0.6763 4.5891 -0.8112
H 6.2727 -0.1908 -2.7194
H -1.4199 -2.9355 0.2163
H 2.6618 -5.5141 2.7762
H -4.7086 0.5878 3.1626
H -3.8350 -4.0046 4.9685
H -2.8097 1.2181 -3.0259
H -6.4434 4.7663 -1.2738
H 1.8784 -1.2235 -0.5063
H 1.1486 3.0160 -3.6599
H 3.0193 -3.1092 3.2980
H -1.2366 -3.5416 -3.1338
H -6.3485 -2.9193 2.7614
H -5.4508 0.1795 -0.2003
H 5.3047 2.3512 0.9866
H -1.1602 4.6641 2.5941
H -1.2339 2.0279 -3.1930
H -3.9258 0.0547 -1.0916
H -0.4081 -2.0647 7.7550
H -0.1621 -3.7936 -0.7055
H 1.2288 3.7221 -5.2752
H 4.4228 -4.6383 -0.7570
H -1.8620 1.6356 -1.5863
H -4.5796 6.3610 -1.6462
H 2.6870 3.5822 -4.2908
H -2.3528 -2.1628 -3.1659
H 1.6708 0.0867 -8.1278
H -0.1447 0.3375 -4.4716
H -5.7327 -1.3664 2.1542
H -0.5825 4.0527 -1.9402
H -2.5099 -3.3833 -1.9082
H -4.7420 -5.0867 3.8870
H -4.1157 -0.0359 7.0727
H 2.5535 -1.7816 -6.7475
H -4.3841 2.3226 3.1620
H -0.1527 -2.4139 5.3514
H 4.6588 0.8876 0.2499
H -5.7381 1.6715 2.2169
H -4.3049 -3.2800 0.0736
H -2.9642 -5.1280 3.9227
H 0.2079 -2.2758 0.1380
H 4.7254 2.1501 -4.5195
H 1.1401 -1.5499 3.2706
H 0.4851 4.4652 1.9959
H -1.5153 -4.7576 2.2729
*
```

=====

# 3
The following is a DFT calculation (ωB97M-V/def2-TZVPD) of 2 unconnected molecules or ions with the total composition C55H71N3OPSi.

Values from the calculation:
Max |F| in eV/A: 4.41
Electronic energy in hartree: -3008.56551
HOMO in Eh: -0.328
Kohn-Sham gap in eV: 4.70

Structure (ORCA input):
```
! RIJCOSX wB97M-V def2-TZVPD def2/J DEFGRID3
* xyz 1 1
P -0.9234 3.6155 -3.5046
Si 4.1957 -5.3109 3.3939
O 2.5861 -4.8992 3.2568
N -2.2820 2.6311 -3.0231
N 0.0336 2.1702 -3.4418
N -0.2844 -3.0269 2.0938
C -0.1611 -3.7506 7.2396
C -3.2235 3.9805 -5.3015
C 2.0671 0.8279 -1.6885
C -5.4515 4.3060 -4.0735
C 0.4949 -4.8916 6.7856
C 3.9415 -1.1448 1.6493
C 2.3901 1.5262 -3.0248
C 0.6480 3.2551 -5.9569
C -1.8631 3.2725 4.2787
C -0.4052 2.6487 2.4296
C -2.9245 5.4512 -5.5608
C 5.1111 -4.7633 1.8683
C 3.1048 -2.2544 1.8486
C 2.8900 -1.6491 4.1656
C 3.6867 -0.5193 3.9574
C -0.8178 3.5812 3.3937
C -4.3222 2.7058 0.6634
C -4.8313 0.6250 -0.5580
C 4.2294 -0.2716 2.7023
C 4.0882 2.1453 -4.6483
C -4.1374 3.8156 -4.0871
C -0.2969 -2.6408 6.4023
C 2.5302 -2.4825 3.1021
C -3.6339 3.1372 -6.5026
C -1.6379 -3.2833 2.5248
C 0.3337 2.3979 -7.1745
C 0.6298 -4.1291 2.2770
C -3.6535 3.1222 -2.9684
C 0.2801 -2.6560 5.1258
C -0.3139 -5.3056 2.6634
C 2.5232 -0.6341 -1.6727
C -4.4880 2.8137 -1.8747
C -1.6240 -4.6802 3.1523
C -6.2676 4.0706 -2.9610
C 3.1110 2.6991 -5.4840
C 4.8190 -4.4856 4.9379
C -2.5424 2.0535 4.1479
C 1.7272 -3.7803 3.3457
C -4.0719 1.9565 -0.6530
C -0.9708 -0.9340 1.3389
C 0.9984 -3.7779 4.7025
C 0.0060 -1.8829 1.4283
C -2.0668 1.2911 -3.3800
C 1.0332 -4.9234 5.4961
C -0.7699 1.0339 -3.6247
C 1.4318 2.1465 -3.8385
C -1.0896 1.4245 2.3133
C -5.7983 3.3028 -1.8955
C 3.7271 1.5613 -3.4337
C 2.7241 1.5471 -0.5056
C -0.8273 0.5186 1.1121
C -2.1246 1.1093 3.1970
C 0.8338 4.7476 -6.2002
C 1.7670 2.6943 -5.0820
C 4.0709 -7.1603 3.5025
H -5.8407 4.8775 -4.9234
H 5.2731 -3.6813 1.8432
H -3.8293 6.0117 -5.8264
H -0.5385 2.7939 -7.7141
H 4.3923 -0.9769 0.6656
H 3.6139 -0.6994 -1.7939
H -2.8794 0.5945 -3.3641
H 0.9973 -1.7621 0.9747
H -3.3693 1.7988 4.8012
H -0.0128 5.1789 -6.7485
H -0.2943 3.1621 -5.3569
H 6.0879 -5.2613 1.8630
H -2.2411 3.5188 -5.0137
H 1.1703 2.3087 -7.8801
H 3.8176 1.5372 -0.6157
H -0.2963 4.5374 3.4666
H -2.3029 -3.2793 1.6493
H 2.9032 -2.9469 1.0247
H 5.1420 2.1403 -4.9428
H 5.7750 -4.9465 5.2153
H 0.0990 0.8345 0.5807
H 0.4026 2.8950 1.7315
H -0.8315 -1.7509 6.7314
H 2.4867 1.0535 0.4471
H -3.7505 3.6405 0.7095
H -2.1885 5.5795 -6.3631
H 1.1481 -4.3798 1.3360
H -4.0299 2.0935 1.5277
H 0.9803 0.8522 -1.5635
H -0.5740 -3.7270 8.2458
H -4.6155 3.4084 -6.9168
H 0.2348 -1.7712 4.4825
H -4.4824 0.0492 0.3141
H -2.0279 -2.5326 3.2252
H -1.6608 -4.6310 4.2507
H -5.3910 2.9397 0.7704
H -1.6718 0.7043 0.4912
H 1.5069 -5.8285 5.1074
H 3.8930 0.1458 4.8025
H -4.6925 0.0004 -1.4498
H 2.0527 -1.2224 -2.4691
H -7.2922 4.4496 -2.9315
H 4.1102 -4.6109 5.7651
H 2.2746 -1.1149 -0.7154
H 4.4889 1.1114 -2.7908
H 4.9761 -3.4121 4.7840
H 2.3967 2.5915 -0.4389
H 1.7548 4.9598 -6.7584
H -2.5015 -5.2457 2.8171
H 4.8770 0.5979 2.5395
H -2.1395 3.9732 5.0715
H -2.9998 1.7459 -0.7478
H 4.5687 -5.0505 0.9603
H -5.9075 0.8121 -0.4213
H -2.5087 5.9075 -4.6500
H 3.5409 -7.4575 4.4152
H -3.6759 2.0815 -6.1940
H -0.5352 -5.8135 1.7124
H 0.1153 -6.0483 3.3434
H -6.4584 3.0892 -1.0505
H 2.5393 -1.8705 5.1754
H -2.0105 -1.2093 1.4093
H 5.0742 -7.6016 3.5132
H -2.6478 0.1540 3.1074
H 0.9063 5.2695 -5.2351
H 3.4071 3.1322 -6.4471
H -0.3204 0.0938 -3.8378
H -2.8806 3.2145 -7.3011
H 0.0706 1.3851 -6.8365
H 0.5974 -5.7821 7.4056
H 3.5150 -7.5590 2.6445
*
```